[1]
Here is 2 unconnected molecules or ions with the total composition C21H42N3O2PS2 at a distorted geometry from OMol25. Energies are from ωB97M-V with the def2-TZVPD basis set.

Structure (XYZ):
```
71
Properties=species:S:1:pos:R:3:lowdin_charge:R:1
C 2.02 -2.87 1.09 -0.103
C 2.52 -1.47 0.71 -0.246
C 1.36 -0.59 0.24 -0.205
C 1.68 0.89 0.50 -0.190
N 0.72 1.85 -0.03 -0.161
C -0.69 1.60 0.27 -0.209
C -1.48 0.87 -0.82 -0.191
C -2.77 0.27 -0.24 -0.191
C -2.53 -1.06 0.46 -0.118
C -3.64 -1.64 1.36 -0.316
O -4.35 -2.65 0.66 -0.176
C -3.85 -3.96 0.79 -0.362
P -3.71 -4.80 -0.88 0.868
C -1.99 -5.42 -0.66 -0.296
O -3.43 -3.44 -1.80 -0.338
C -4.66 -0.65 1.92 -0.392
C -5.35 -1.19 3.19 -0.046
N -5.65 -0.26 0.91 0.062
C 1.01 2.76 -0.98 -1.045
S -0.08 3.83 -1.60 0.654
S 2.70 2.90 -1.58 0.859
C 2.56 2.17 -3.24 -0.462
C 2.88 0.68 -3.28 -0.301
C 2.28 -0.02 -4.50 -0.102
H 1.21 -3.16 0.42 0.063
H 1.62 -2.88 2.10 0.073
H 2.79 -3.63 0.98 0.068
H 2.97 -1.01 1.59 0.107
H 3.26 -1.58 -0.08 0.107
H 1.15 -0.76 -0.81 0.105
H 0.49 -0.86 0.84 0.088
H 1.73 1.01 1.59 0.132
H 2.67 1.09 0.13 0.071
H -0.73 1.02 1.19 0.119
H -1.20 2.54 0.49 0.102
H -1.77 1.60 -1.57 0.078
H -0.89 0.12 -1.32 0.109
H -3.22 1.02 0.41 0.103
H -3.45 0.11 -1.07 0.117
H -1.61 -1.02 1.04 0.094
H -2.36 -1.80 -0.32 0.105
H -3.14 -2.08 2.23 0.133
H -2.87 -3.98 1.27 0.083
H -4.54 -4.57 1.36 0.086
H -1.90 -5.82 0.35 0.034
H -1.78 -6.22 -1.36 0.022
H -1.27 -4.61 -0.78 0.033
H -3.34 -3.74 -2.71 0.036
H -4.07 0.22 2.22 0.131
H -6.35 -1.53 2.92 0.073
H -5.46 -0.38 3.91 0.069
H -4.78 -2.00 3.64 0.068
H -5.52 -0.75 0.04 0.070
H -5.66 0.73 0.76 0.071
H 3.25 2.75 -3.85 0.077
H 1.54 2.35 -3.57 0.058
H 3.96 0.55 -3.28 0.107
H 2.47 0.22 -2.38 0.071
H 2.12 -1.07 -4.30 0.068
H 2.94 0.05 -5.37 0.072
H 1.33 0.42 -4.79 0.071
N 4.63 4.47 1.01 0.003
C 5.25 5.61 0.59 -0.140
C 6.22 5.92 1.51 -0.115
C 6.18 4.92 2.52 -0.117
C 5.18 4.04 2.18 -0.147
H 3.87 4.01 0.52 0.070
H 4.95 6.10 -0.32 0.107
H 6.88 6.77 1.46 0.087
H 6.80 4.86 3.39 0.087
H 4.83 3.15 2.67 0.101
```

Calculated values
HOMO-LUMO gap: 8.382 eV
E_HOMO: -8.0457 eV
LUMO energy: 0.336 eV
E: -61982.1475 eV
energy above the lowest of the compared OMol25 structures with the same formula, charge and spin: 0.0 kJ/mol
SMILES string: CCCCN(CCCC[C@H](OCP(C)O)[C@H](C)N)C(=S)SCCC.c1cc[nH]c1
charge: 0
spin multiplicity: 1

***

[2]
Here is a molecular structure, C21H42N7OPSn at a distorted geometry from OMol25. Energies are from ωB97M-V with the def2-TZVPD basis set.

Structure (XYZ):
```
73
Properties=species:S:1:pos:R:3:mulliken_spin:R:1
C -1.29 1.60 1.54 0.042
N -0.02 1.78 1.06 0.062
C 0.71 2.88 1.37 0.019
C 0.34 3.68 2.46 0.104
C -0.87 3.41 3.11 -0.022
C -1.70 2.40 2.64 0.157
Sn 0.41 0.83 -0.93 0.069
C 1.94 3.23 0.56 0.002
N 2.57 2.08 -0.17 -0.004
C 3.62 1.47 0.70 0.001
C 3.09 0.72 1.89 0.002
C -2.15 0.65 0.91 0.411
P -1.66 -0.88 0.22 0.073
C -3.32 -1.41 -0.69 -0.004
C -4.24 -2.14 0.29 -0.002
C -1.06 -2.15 1.51 0.062
C -0.87 -3.49 0.76 0.005
C 0.29 -1.71 2.07 -0.014
C -2.06 -2.25 2.66 0.015
C -4.10 -0.19 -1.24 0.015
C -2.96 -2.35 -1.85 -0.001
C 3.28 2.48 -1.42 0.000
C 2.47 3.18 -2.48 0.000
H 1.02 4.49 2.78 0.000
H -1.17 4.02 3.95 0.003
H -2.68 2.20 3.06 0.001
H -3.21 0.72 1.20 -0.008
H 0.62 -2.46 2.81 -0.001
H 1.06 -1.64 1.30 0.004
H 0.23 -0.75 2.60 0.003
H -1.60 -2.86 3.45 0.002
H -2.28 -1.26 3.08 -0.008
H -3.00 -2.73 2.38 0.001
H -0.43 -4.22 1.45 0.003
H -1.81 -3.91 0.38 0.002
H -0.18 -3.37 -0.09 -0.002
H -5.20 -2.32 -0.23 0.000
H -3.85 -3.12 0.59 0.000
H -4.46 -1.53 1.18 0.002
H -4.66 0.31 -0.44 -0.008
H -3.49 0.57 -1.76 0.003
H -4.84 -0.56 -1.97 0.002
H -2.63 -3.33 -1.49 0.000
H -3.86 -2.50 -2.46 0.001
H -2.17 -1.93 -2.50 0.001
H 1.71 4.01 -0.20 0.010
H 2.66 3.66 1.28 0.000
H 4.22 0.79 0.08 0.000
H 4.27 2.31 1.02 0.000
H 3.71 1.56 -1.84 0.000
H 4.13 3.12 -1.11 0.000
H 3.06 3.13 -3.41 0.000
H 1.50 2.70 -2.70 0.001
H 2.32 4.24 -2.25 0.000
H 3.94 0.17 2.33 0.000
H 2.68 1.37 2.67 -0.003
H 2.36 -0.03 1.57 -0.001
H -0.21 2.29 -1.65 0.001
C -1.28 0.42 -3.62 0.001
H -0.88 1.44 -3.72 0.000
H -2.37 0.37 -3.79 0.001
H -0.76 -0.23 -4.33 0.000
O -0.96 -0.10 -2.33 -0.004
H -1.78 -0.07 -1.63 0.017
N 3.91 -3.20 -0.13 0.000
N 3.35 -2.15 -0.84 0.000
N 3.20 -2.30 -2.18 0.001
C 2.29 -1.37 -2.45 0.003
N 1.83 -0.76 -1.34 -0.017
N 2.48 -1.31 -0.28 -0.001
H 4.25 -2.89 0.77 0.000
H 4.63 -3.65 -0.69 0.000
H 1.92 -1.16 -3.44 0.000
```

Calculated values
HOMO-LUMO gap (alpha / beta): 7.103 / 7.238 eV
E_HOMO (alpha / beta): -17.0923 / -18.1163 eV
LUMO energy (alpha / beta): -9.989 / -10.879 eV
E: -50025.7036 eV
⟨S²⟩: 0.7788
charge: +3
spin multiplicity: 2

***

[3]
Here is 4 unconnected molecules or ions with the total composition C21H42NO6S at a distorted geometry from OMol25. Energies are from ωB97M-V with the def2-TZVPD basis set.

Structure (XYZ):
```
71
Properties=species:S:1:pos:R:3:lowdin_charge:R:1
C 0.49 4.38 -0.36 -0.151
C 0.80 4.96 -1.90 -0.245
C 1.19 3.72 -2.96 -0.196
C 2.38 2.87 -2.19 -0.229
C 3.51 2.23 -3.21 -0.200
C 3.07 0.85 -3.96 -0.166
N 2.87 -0.35 -3.07 -0.530
S 3.68 -0.30 -1.53 0.979
C 1.40 -0.75 -2.87 -0.170
O 0.47 0.37 -2.83 -0.143
C -0.58 0.25 -1.83 -0.158
C -0.44 -0.21 -0.26 -0.008
C -1.71 -0.26 0.77 -0.018
C -3.21 0.20 0.23 -0.038
C -3.44 0.67 -1.34 -0.045
C -2.12 0.68 -2.32 0.000
C 3.50 -1.54 -3.83 -0.093
C 5.13 -1.68 -3.52 -0.290
O 5.61 -2.73 -2.84 0.018
O 6.13 -0.67 -3.95 -0.017
H 0.08 5.32 0.25 0.085
H -0.36 3.55 -0.37 0.085
H 1.47 4.03 0.19 0.068
H -0.13 5.59 -2.26 0.108
H 1.72 5.69 -1.79 0.113
H 0.26 3.03 -3.17 0.103
H 1.55 4.22 -3.96 0.113
H 2.96 3.67 -1.52 0.122
H 1.95 2.07 -1.42 0.098
H 3.64 3.04 -4.08 0.140
H 4.58 2.19 -2.68 0.112
H 2.16 1.09 -4.68 0.180
H 3.96 0.57 -4.70 0.147
H 2.97 -0.97 -0.52 -0.040
H 1.14 -1.44 -3.81 0.180
H 1.39 -1.47 -1.94 0.138
H 0.61 -0.52 0.15 0.069
H -1.63 -0.58 1.91 0.083
H -4.17 0.22 0.94 0.091
H -4.50 1.02 -1.74 0.100
H -2.27 1.04 -3.44 0.096
H 3.02 -2.54 -3.42 0.165
H 3.27 -1.48 -4.98 0.170
H 6.23 0.05 -3.24 0.136
C 3.89 -4.69 0.55 -0.088
C 3.07 -4.09 1.67 -0.321
O 2.04 -3.28 1.13 -0.114
H 4.33 -3.90 -0.07 0.063
H 4.70 -5.32 0.95 0.083
H 3.26 -5.30 -0.10 0.076
H 3.70 -3.46 2.31 0.116
H 2.62 -4.87 2.29 0.114
H 1.48 -3.85 0.57 0.088
C -3.03 1.99 4.92 -0.086
C -3.66 0.84 4.16 -0.318
O -2.65 -0.04 3.70 -0.124
H -2.32 2.54 4.29 0.077
H -3.79 2.68 5.28 0.078
H -2.46 1.62 5.78 0.076
H -4.20 1.22 3.29 0.105
H -4.35 0.28 4.79 0.094
H -2.17 -0.38 4.48 0.099
C -7.46 -2.40 4.84 -0.094
C -5.99 -2.57 4.52 -0.325
O -5.20 -1.94 5.51 -0.102
H -7.72 -1.34 4.90 0.078
H -8.09 -2.87 4.08 0.076
H -7.70 -2.84 5.82 0.075
H -5.76 -2.11 3.55 0.110
H -5.72 -3.63 4.47 0.109
H -5.41 -2.36 6.37 0.093
```

Calculated values
HOMO-LUMO gap: 7.181 eV
E_HOMO: -10.8960 eV
LUMO energy: -3.715 eV
E: -47046.3047 eV
charge: +1
spin multiplicity: 1

***

[4]
Here is 7 unconnected molecules or ions with the total composition C21H42O21 at a distorted geometry from OMol25. Energies are from ωB97M-V with the def2-TZVPD basis set.

Structure (XYZ):
```
84
Properties=species:S:1:pos:R:3:mulliken_spin:R:1
C 1.83 2.76 2.46 0.000
O 2.96 3.39 2.00 0.000
C 2.89 4.64 1.77 0.000
O 1.93 5.40 2.04 0.000
O 4.05 5.02 1.36 0.000
C 4.43 6.30 1.87 0.000
H 1.22 2.59 1.57 0.000
H 1.25 3.48 3.04 0.000
H 2.10 1.92 3.10 0.000
H 3.67 7.08 1.92 0.000
H 5.22 6.88 1.40 0.000
H 4.72 6.12 2.91 0.000
C 6.58 -3.09 0.35 0.002
O 5.46 -3.77 0.98 0.111
C 4.33 -3.17 1.09 -0.076
O 4.06 -2.17 0.41 0.865
O 3.58 -3.76 1.98 0.071
C 2.25 -3.55 2.14 0.010
H 6.35 -2.75 -0.66 -0.006
H 7.37 -3.83 0.40 0.002
H 6.84 -2.21 0.93 0.000
H 1.97 -2.54 1.85 -0.010
H 1.90 -3.81 3.14 0.002
H 1.69 -4.05 1.36 0.000
C 1.02 -1.36 -0.81 0.000
O 0.68 0.01 -0.41 0.010
C -0.24 0.13 0.62 -0.002
O -0.69 -0.76 1.37 0.002
O -0.60 1.44 0.70 0.001
C -1.71 1.74 1.54 0.000
H 0.32 -1.79 -1.53 0.007
H 0.86 -2.00 0.06 0.008
H 2.01 -1.27 -1.25 0.001
H -1.48 1.68 2.61 0.000
H -2.63 1.19 1.35 0.000
H -1.93 2.78 1.31 0.000
C -4.57 0.83 -5.52 0.000
O -4.21 -0.28 -4.72 0.000
C -2.94 -0.56 -4.37 0.000
O -1.89 -0.10 -4.80 0.000
O -2.91 -1.60 -3.49 0.000
C -1.64 -2.14 -3.06 0.000
H -3.82 1.16 -6.23 0.000
H -4.77 1.76 -4.99 0.000
H -5.46 0.64 -6.13 0.000
H -1.74 -2.40 -2.00 0.000
H -0.84 -1.42 -3.22 0.000
H -1.31 -2.94 -3.72 0.000
C -2.17 2.13 -1.98 0.000
O -3.35 2.73 -2.35 0.000
C -4.21 3.23 -1.43 0.000
O -4.05 3.19 -0.20 0.000
O -5.27 3.67 -2.09 0.000
C -6.30 4.36 -1.44 0.000
H -1.74 2.69 -1.15 0.000
H -1.28 2.25 -2.60 0.000
H -2.18 1.04 -1.91 0.000
H -6.86 3.59 -0.92 0.000
H -6.94 4.79 -2.22 0.000
H -5.97 5.12 -0.73 0.000
C 7.05 -3.72 -4.57 0.000
O 5.65 -3.58 -4.80 0.000
C 4.82 -3.86 -3.80 -0.001
O 5.09 -4.12 -2.64 0.002
O 3.58 -3.61 -4.27 0.001
C 2.44 -3.84 -3.55 0.001
H 7.34 -3.95 -3.55 0.000
H 7.66 -2.89 -4.91 0.000
H 7.36 -4.57 -5.18 0.000
H 2.14 -4.88 -3.44 0.000
H 1.67 -3.28 -4.06 0.000
H 2.57 -3.51 -2.52 -0.002
C -3.15 0.05 4.32 0.000
O -3.58 -0.69 5.45 0.000
C -4.72 -0.39 5.99 0.000
O -5.51 0.52 5.73 0.000
O -4.94 -1.27 6.99 0.000
C -5.91 -0.99 8.05 0.000
H -2.20 -0.27 3.88 0.000
H -2.91 1.00 4.80 0.000
H -3.87 0.21 3.52 0.000
H -6.82 -1.55 7.82 0.000
H -6.19 0.06 8.10 0.000
H -5.41 -1.23 8.99 0.000
```

Calculated values
HOMO-LUMO gap (alpha / beta): 8.331 / 1.856 eV
E_HOMO (alpha / beta): -11.8845 / -11.8845 eV
LUMO energy (alpha / beta): -3.554 / -10.028 eV
E: -65441.5816 eV
energy above the lowest of the compared OMol25 structures with the same formula, charge and spin: 75.1 kJ/mol
⟨S²⟩: 0.7552
charge: +1
spin multiplicity: 2

***

- The highest E belongs to which entry?
  C21H42NO6S

***

Repeat the second record exactly.
Here is a molecular structure, C21H42N7OPSn at a distorted geometry from OMol25. Energies are from ωB97M-V with the def2-TZVPD basis set.

Structure (XYZ):
```
73
Properties=species:S:1:pos:R:3:mulliken_spin:R:1
C -1.29 1.60 1.54 0.042
N -0.02 1.78 1.06 0.062
C 0.71 2.88 1.37 0.019
C 0.34 3.68 2.46 0.104
C -0.87 3.41 3.11 -0.022
C -1.70 2.40 2.64 0.157
Sn 0.41 0.83 -0.93 0.069
C 1.94 3.23 0.56 0.002
N 2.57 2.08 -0.17 -0.004
C 3.62 1.47 0.70 0.001
C 3.09 0.72 1.89 0.002
C -2.15 0.65 0.91 0.411
P -1.66 -0.88 0.22 0.073
C -3.32 -1.41 -0.69 -0.004
C -4.24 -2.14 0.29 -0.002
C -1.06 -2.15 1.51 0.062
C -0.87 -3.49 0.76 0.005
C 0.29 -1.71 2.07 -0.014
C -2.06 -2.25 2.66 0.015
C -4.10 -0.19 -1.24 0.015
C -2.96 -2.35 -1.85 -0.001
C 3.28 2.48 -1.42 0.000
C 2.47 3.18 -2.48 0.000
H 1.02 4.49 2.78 0.000
H -1.17 4.02 3.95 0.003
H -2.68 2.20 3.06 0.001
H -3.21 0.72 1.20 -0.008
H 0.62 -2.46 2.81 -0.001
H 1.06 -1.64 1.30 0.004
H 0.23 -0.75 2.60 0.003
H -1.60 -2.86 3.45 0.002
H -2.28 -1.26 3.08 -0.008
H -3.00 -2.73 2.38 0.001
H -0.43 -4.22 1.45 0.003
H -1.81 -3.91 0.38 0.002
H -0.18 -3.37 -0.09 -0.002
H -5.20 -2.32 -0.23 0.000
H -3.85 -3.12 0.59 0.000
H -4.46 -1.53 1.18 0.002
H -4.66 0.31 -0.44 -0.008
H -3.49 0.57 -1.76 0.003
H -4.84 -0.56 -1.97 0.002
H -2.63 -3.33 -1.49 0.000
H -3.86 -2.50 -2.46 0.001
H -2.17 -1.93 -2.50 0.001
H 1.71 4.01 -0.20 0.010
H 2.66 3.66 1.28 0.000
H 4.22 0.79 0.08 0.000
H 4.27 2.31 1.02 0.000
H 3.71 1.56 -1.84 0.000
H 4.13 3.12 -1.11 0.000
H 3.06 3.13 -3.41 0.000
H 1.50 2.70 -2.70 0.001
H 2.32 4.24 -2.25 0.000
H 3.94 0.17 2.33 0.000
H 2.68 1.37 2.67 -0.003
H 2.36 -0.03 1.57 -0.001
H -0.21 2.29 -1.65 0.001
C -1.28 0.42 -3.62 0.001
H -0.88 1.44 -3.72 0.000
H -2.37 0.37 -3.79 0.001
H -0.76 -0.23 -4.33 0.000
O -0.96 -0.10 -2.33 -0.004
H -1.78 -0.07 -1.63 0.017
N 3.91 -3.20 -0.13 0.000
N 3.35 -2.15 -0.84 0.000
N 3.20 -2.30 -2.18 0.001
C 2.29 -1.37 -2.45 0.003
N 1.83 -0.76 -1.34 -0.017
N 2.48 -1.31 -0.28 -0.001
H 4.25 -2.89 0.77 0.000
H 4.63 -3.65 -0.69 0.000
H 1.92 -1.16 -3.44 0.000
```

Calculated values
HOMO-LUMO gap (alpha / beta): 7.103 / 7.238 eV
E_HOMO (alpha / beta): -17.0923 / -18.1163 eV
LUMO energy (alpha / beta): -9.989 / -10.879 eV
E: -50025.7036 eV
⟨S²⟩: 0.7788
charge: +3
spin multiplicity: 2